[1]
{
  "formula": "C18H14AsF8I2N3OV",
  "method": "ωB97M-V/def2-TZVPD",
  "elements": ["V", "I", "C", "I", "H", "H", "F", "C", "C", "C", "C", "C", "F", "C", "C", "C", "C", "C", "C", "N", "H", "H", "H", "H", "H", "H", "N", "C", "O", "C", "C", "C", "N", "C", "C", "H", "H", "H", "H", "H", "H", "F", "As", "F", "F", "F", "F", "F"],
  "xyz": [[-1.0741, -0.1002, 0.4196], [-0.8457, -0.2783, 3.8748], [-2.5219, -1.4920, 3.4606], [-2.2750, -2.5793, 1.6485], [-3.3952, -0.8656, 3.3278], [-2.6360, -2.2184, 4.2558], [-0.9724, -3.0767, -3.9526], [-0.7597, -1.8944, -3.3962], [-0.9871, -1.7536, -2.0345], [-0.7530, -0.5009, -1.4991], [-0.3297, 0.5989, -2.2462], [-0.1394, 0.3856, -3.6028], [0.2611, 1.3902, -4.3769], [-0.3405, -0.8481, -4.1943], [-0.1982, 1.8619, -1.5161], [0.1113, 3.1102, -2.0217], [0.1178, 4.1982, -1.1649], [-0.1837, 4.0360, 0.1851], [-0.4760, 2.7767, 0.6384], [-0.4649, 1.7122, -0.1939], [-1.3534, -2.6041, -1.4740], [-0.1820, -0.9847, -5.2558], [0.3296, 3.2277, -3.0711], [0.3484, 5.1814, -1.5543], [-0.2041, 4.8710, 0.8703], [-0.7428, 2.5885, 1.6708], [5.1882, -3.0227, 1.9506], [4.8929, -1.7573, 1.5899], [5.6920, -0.8630, 1.4490], [3.4273, -1.4324, 1.3522], [2.4753, -2.3324, 0.8891], [1.2054, -1.8830, 0.6130], [0.8440, -0.5905, 0.7812], [1.7747, 0.2861, 1.2304], [3.0558, -0.1020, 1.5190], [6.1552, -3.2491, 2.1243], [4.4930, -3.7079, 2.1824], [2.7107, -3.3711, 0.7004], [0.4598, -2.5602, 0.2251], [1.4664, 1.3125, 1.3504], [3.7920, 0.6206, 1.8443], [-2.4784, 0.8339, 1.2754], [-4.1869, 0.8896, 0.1209], [-4.7449, -0.1959, 1.2960], [-3.2074, -0.4498, -0.5318], [-5.4632, 0.7291, -0.9418], [-3.2271, 1.8942, -0.8656], [-4.6582, 2.2091, 1.0480]],
  "forces_ev_per_angstrom": [[-1.1265, -0.2434, 0.0599], [0.0699, 0.0739, 0.0560], [0.0140, 0.0381, 0.0224], [0.1336, 0.0995, -0.1259], [-0.0346, -0.0072, 0.0216], [-0.0342, -0.0092, 0.0124], [0.0337, 0.0385, 0.0369], [-0.0948, -0.1589, -0.1377], [0.0487, 0.1612, 0.0680], [0.0181, -0.1013, 0.3739], [-0.0262, 0.1120, 0.1157], [0.1358, 0.0123, -0.3303], [-0.0297, -0.0152, 0.0493], [0.0238, 0.0777, 0.0038], [-0.0526, -0.2243, 0.1477], [0.0425, 0.0860, -0.0861], [0.0107, 0.0867, 0.0143], [0.0387, 0.1077, -0.0720], [-0.0022, -0.2638, -0.1654], [-0.0467, 0.2772, 0.0147], [-0.0171, 0.0000, 0.0060], [-0.0032, 0.0066, 0.0113], [-0.0059, 0.0212, 0.0056], [-0.0006, -0.0066, 0.0130], [0.0071, 0.0124, -0.0274], [-0.0127, -0.0195, 0.0108], [-0.0305, 0.1176, -0.1415], [0.0087, -0.1186, 0.2475], [0.0360, 0.0045, -0.0683], [-0.0011, 0.0019, -0.0759], [0.0638, -0.0655, 0.0334], [0.0346, 0.2510, 0.0064], [0.4395, -0.2389, 0.0416], [-0.2179, -0.1452, -0.0529], [0.1149, 0.0333, 0.0234], [0.0202, 0.0029, 0.0131], [-0.0190, -0.0113, 0.0167], [0.0100, 0.0034, 0.0114], [-0.0088, -0.0001, -0.0215], [-0.0065, 0.0152, 0.0007], [0.0055, -0.0145, 0.0020], [0.4810, -0.1371, 0.0422], [-0.4385, 0.1274, -0.1705], [-0.0153, -0.1962, 0.1622], [0.1916, 0.0606, -0.1436], [0.0638, -0.0384, 0.0186], [0.1513, 0.1289, -0.1358], [0.0271, 0.0576, 0.0926]],
  "mulliken_spin": [1.2549, -0.0058, -0.0018, -0.0145, -0.0002, -0.0003, -0.0007, -0.0002, -0.0082, -0.1277, -0.0215, -0.0004, -0.0007, -0.0035, 0.0017, -0.0001, 0.0084, -0.0042, 0.0133, -0.0461, -0.0030, 0.0001, 0.0003, -0.0002, 0.0000, -0.0074, 0.0000, 0.0005, 0.0004, -0.0004, -0.0034, -0.0061, -0.0159, 0.0102, -0.0013, 0.0000, 0.0000, -0.0002, 0.0016, -0.0033, -0.0002, -0.0191, 0.0017, 0.0003, 0.0014, 0.0001, 0.0016, -0.0001],
  "s_squared": 0.770,
  "total_charge": 2,
  "e_lumo_ha": [-0.3421, -0.3222],
  "relative_energy_kcal_mol": 7.3,
  "spin_multiplicity": 2,
  "orbital_gap_ev": [6.036, 6.589],
  "energy_ev": -149866.09909,
  "max_force_ev_per_a": 1.2,
  "homo_energy_ev": [-15.345, -15.356]
}

[2]
{
  "formula": "C46H52CaCl2N9O7P",
  "method": "ωB97M-V/def2-TZVPD",
  "elements": ["Ca", "Cl", "C", "C", "C", "N", "C", "O", "C", "C", "C", "C", "C", "N", "C", "C", "C", "Cl", "N", "C", "O", "C", "C", "C", "C", "C", "N", "H", "H", "H", "H", "H", "H", "H", "H", "H", "H", "O", "C", "C", "C", "C", "C", "C", "C", "O", "N", "O", "O", "H", "H", "H", "H", "C", "C", "C", "C", "P", "N", "C", "C", "C", "C", "C", "C", "C", "C", "H", "H", "H", "H", "H", "H", "H", "H", "H", "H", "H", "H", "H", "H", "H", "H", "H", "H", "H", "H", "H", "H", "H", "H", "H", "H", "H", "N", "C", "C", "C", "C", "C", "C", "C", "H", "H", "H", "H", "H", "C", "N", "C", "N", "O", "H", "H", "H", "H", "H", "H"],
  "xyz": [[0.3779, 0.7937, -1.6997], [6.8831, 4.0792, -0.4445], [5.7478, 2.8650, -0.9948], [4.4862, 3.1678, -1.4947], [3.4772, 2.1770, -1.6673], [2.1912, 2.3803, -2.1507], [1.8247, 3.6182, -2.4688], [2.3306, 4.7425, -2.2563], [0.5617, 3.7599, -3.3124], [0.2884, 4.9875, -3.8866], [-0.7776, 5.0048, -4.7995], [-1.5637, 3.8654, -4.9785], [-1.3145, 2.7279, -4.2910], [-0.2578, 2.6663, -3.4617], [3.8005, 0.7688, -1.3996], [5.1238, 0.4719, -0.9956], [6.0703, 1.5137, -0.7757], [7.6628, 1.0207, -0.6034], [2.7436, -0.1350, -1.3573], [3.0337, -1.4160, -1.0688], [4.0590, -2.0654, -1.4232], [1.8946, -2.1749, -0.3918], [2.2013, -3.1140, 0.5268], [1.2531, -3.8815, 1.3509], [-0.2156, -3.9996, -0.7306], [-0.2302, -2.6985, -1.4887], [0.6211, -1.7230, -0.8638], [4.2426, 4.1880, -1.5860], [0.9420, 5.7564, -3.6146], [-1.0588, 5.9481, -5.3303], [-2.4299, 3.9770, -5.6249], [-2.0129, 1.8865, -4.2766], [5.5171, -0.5299, -0.7969], [3.2335, -3.2039, 0.7891], [1.2492, -3.6609, 2.4041], [0.7122, -4.5258, -0.9114], [0.2331, -2.9201, -2.4745], [-2.2141, 0.6723, -2.0344], [-3.1363, 1.4598, -1.7768], [-3.1987, 2.3630, -0.6681], [-4.4055, 2.9512, -0.3553], [-4.6098, 3.7294, 0.7980], [-3.5012, 4.0935, 1.5405], [-2.2823, 3.5611, 1.2591], [-2.0317, 2.6311, 0.1778], [-0.8853, 2.2866, -0.1569], [-5.9036, 4.2430, 1.1622], [-6.0724, 4.7515, 2.2602], [-6.8824, 4.0310, 0.4311], [-4.1010, 1.3811, -2.2802], [-5.3467, 2.8488, -0.8035], [-3.5501, 4.8430, 2.3178], [-1.4013, 3.8300, 1.8449], [-3.3917, -2.1818, 2.4617], [-2.5692, -1.8260, 1.2003], [-2.9015, -0.3927, 0.8376], [-3.1657, -2.5796, 0.0659], [-0.6634, -2.0285, 1.2693], [-0.0930, -1.0400, 0.1777], [-0.1742, -1.5282, 3.0707], [-0.3351, -2.4864, 4.3213], [-0.7614, -0.1074, 3.2635], [1.3603, -1.2557, 3.0238], [-0.2525, -3.8149, 0.8569], [-1.3606, -4.8676, -1.3604], [1.7087, -5.4160, 1.3718], [-1.0935, -4.7468, 1.5906], [-3.3015, -3.2355, 2.7102], [-4.4348, -1.9647, 2.3318], [-2.9590, -1.6141, 3.3228], [-3.9723, -0.2708, 0.7346], [-2.5182, -0.1152, -0.1336], [-2.4229, 0.3878, 1.5033], [-4.0621, -2.1087, -0.3208], [-3.4292, -3.6556, 0.3044], [-2.4731, -2.6202, -0.7655], [-1.2804, -2.9296, 4.5575], [-0.0510, -1.9012, 5.2507], [0.3374, -3.3143, 4.1504], [-1.8283, 0.0208, 3.4689], [-0.5139, 0.5317, 2.3919], [-0.2253, 0.4374, 4.1015], [1.9799, -2.1123, 3.0125], [1.6601, -0.6501, 3.9390], [1.6143, -0.6016, 2.1700], [-1.4383, -5.8265, -0.9311], [-0.8723, -5.0223, -2.3310], [-2.3087, -4.3519, -1.5148], [1.4022, -5.9806, 0.4967], [1.1732, -5.8462, 2.2200], [2.8386, -5.4542, 1.5975], [-2.1391, -4.6829, 1.2691], [-1.0164, -4.6227, 2.6993], [-0.7924, -5.7285, 1.3491], [1.6193, 3.6260, 7.0210], [1.8124, 3.4718, 5.8962], [2.0169, 3.3464, 4.4814], [3.3054, 3.5555, 3.9190], [3.4686, 3.3747, 2.5341], [2.3692, 3.1628, 1.7680], [1.1082, 3.0005, 2.2924], [0.9653, 3.0543, 3.6671], [4.1822, 3.8129, 4.4751], [4.4865, 3.4948, 2.0441], [2.5364, 3.1690, 0.6959], [0.3064, 2.7314, 1.5554], [-0.0530, 2.9763, 4.1184], [-1.2439, -2.4193, -4.9525], [0.1948, -2.3754, -4.8057], [0.8137, -1.3199, -4.2434], [2.1578, -1.3429, -4.0443], [0.1534, -0.3534, -3.7875], [-1.6315, -1.5402, -5.4236], [-1.7090, -2.6423, -3.9819], [-1.4225, -3.1559, -5.6045], [0.6296, -3.2651, -4.9087], [2.7500, -2.1534, -4.3101], [2.5312, -0.6996, -3.3089]],
  "forces_ev_per_angstrom": [[-0.3905, -0.9823, 0.3396], [-0.2286, 0.2088, -0.4007], [-0.0762, -1.8412, 0.3924], [-0.4121, -1.0220, 0.7772], [1.3724, -1.0861, -0.0280], [-0.0254, 0.8786, -0.0535], [-0.6327, 1.0854, -0.3128], [0.6132, -0.6273, 0.3527], [-1.2562, -2.3097, 0.1822], [-1.5348, -1.5422, -1.3082], [0.2327, 0.9927, 0.3650], [-0.6277, 1.9337, -1.1889], [0.8204, -0.6021, 1.6966], [0.6800, 0.7643, 0.0376], [0.4822, 0.8801, 0.7634], [0.5871, 1.3009, 0.1417], [-2.4140, 0.2383, -1.3435], [1.9533, -0.4456, 0.7028], [0.3585, 0.7410, 0.2660], [0.6663, -1.8750, -0.9517], [-1.0243, 0.9481, 0.8132], [0.9287, 0.3244, -0.2957], [-0.6942, 1.5067, -0.5047], [-0.8341, -3.0197, -0.9123], [-1.8327, -0.1255, 0.8307], [0.3515, -0.5643, -1.0739], [0.1580, 0.3401, 0.1688], [-0.4255, 0.8719, -0.2776], [0.6250, 1.2855, 0.0396], [0.3208, -0.9177, 0.4763], [0.0680, -0.3174, -0.0131], [0.5020, 0.0646, -0.1834], [-0.6515, 0.3724, -0.3294], [0.6386, -0.2328, -0.1261], [0.2476, 0.4500, 0.3299], [0.4499, -0.6489, 0.0667], [-0.3105, 0.0003, 0.2779], [-1.0896, 1.3799, -0.4115], [1.0393, -1.5700, 0.3278], [0.4062, 0.5105, 0.5981], [-0.5838, 0.7772, 2.0591], [0.2478, 0.1400, -0.9984], [1.1096, 0.2321, 0.8265], [0.7659, -0.4056, 0.3417], [-0.7211, 1.1865, -1.0427], [0.5479, -0.4654, 0.3291], [-1.2822, -1.1005, -0.1338], [0.7733, 0.4643, 0.1820], [0.8164, 0.0784, -0.3890], [-0.2610, -0.0861, -0.7146], [-0.8976, -0.8043, -1.6250], [-0.2976, -0.1056, 0.1467], [-0.3807, 0.1551, -0.1610], [2.0915, 0.2943, 0.9833], [-0.7543, 0.2331, 1.0762], [1.4444, 1.8799, 0.5102], [-0.1972, -2.4688, -0.8498], [-2.2726, -0.5122, 0.3337], [0.4289, 1.3581, 0.7233], [0.7192, 0.2360, 0.3865], [0.3474, 1.4021, -0.1861], [0.6470, 1.2008, 0.7132], [-0.2057, 2.3053, 0.6560], [2.1735, 2.6227, -1.1107], [1.8842, 1.1625, -0.7569], [0.8604, 1.1822, 1.1751], [-1.5569, -0.2382, 1.4314], [0.0209, -0.2610, 0.0215], [-0.5201, 0.3324, -0.1465], [-0.7915, -0.4164, -0.4382], [-0.4158, 0.1178, 0.5288], [0.3623, -0.5293, -0.0608], [-1.0497, -0.8930, -0.4701], [-0.3698, 0.1799, 0.1563], [0.1567, 1.1263, -0.1026], [0.3623, 0.2528, -0.3868], [-0.9614, 0.0050, -0.3259], [0.0265, -0.6397, -1.0791], [0.3920, -0.2043, 0.3631], [0.1710, -0.4427, -0.1012], [-0.1754, -0.4869, 0.1682], [-0.4535, -0.8859, -0.5889], [0.5047, -0.7933, -0.0777], [-0.4789, -0.7171, -0.8099], [-0.1156, -0.4477, 0.1916], [-0.4451, -1.3099, 0.7265], [-0.6264, -0.1750, -0.3091], [0.2639, -0.2091, 0.1772], [0.3980, 0.1176, -0.2991], [0.2750, -0.3366, 0.1122], [-1.7060, -0.1482, -0.6026], [0.1926, 0.0840, 0.3413], [-0.1828, -0.0807, -0.7261], [0.3291, -1.3865, -0.1166], [0.0832, -0.1275, -0.0995], [-0.0509, 0.2833, 0.2077], [2.2345, 0.5190, 0.2538], [-0.5024, -0.7551, -0.9905], [1.9853, 0.9886, 1.3316], [-0.1785, -0.1033, -1.7532], [-0.5787, -0.7277, -0.7899], [-2.6925, -0.0220, -0.3098], [0.0912, 0.0278, 0.6769], [-1.4197, -0.1541, 0.7632], [-0.2958, -0.2863, -0.0772], [0.6240, 0.4255, 1.0732], [0.9421, -0.1660, -0.3860], [0.8053, 1.7987, 2.5945], [-0.3023, 0.3546, -1.0689], [0.0486, 1.0610, 2.1831], [1.0220, -0.6018, -0.4369], [0.3951, -0.7438, -1.0040], [-0.1432, 0.8358, 0.1915], [-0.1002, 0.3941, -0.1781], [-0.8768, -3.1201, -2.4047], [0.6636, -0.0760, 0.1535], [-0.9184, 1.0223, 0.5095], [-0.4862, -0.7522, -0.7224]],
  "lowdin_charge": [1.3735, 0.5771, -0.7057, -0.0574, -0.2118, 0.0027, -0.4851, -0.0323, -0.1607, -0.0049, -0.0633, -0.1046, -0.1464, 0.0754, -0.2070, -0.0525, -0.7674, 0.6563, -0.0096, -0.4732, -0.0330, -0.1455, -0.0372, -0.3354, -0.3448, -0.2102, -0.2988, 0.0686, 0.0879, 0.1074, 0.0933, 0.1072, 0.0858, 0.1091, 0.0719, 0.1044, 0.0604, -0.0612, -0.2188, -0.1280, 0.0500, -0.1762, -0.0236, 0.0069, -0.3780, -0.1040, -0.3682, 0.0297, 0.0054, 0.1248, 0.1024, 0.1160, 0.0948, -0.0763, -0.5764, -0.1138, -0.1278, 1.0680, -0.1857, -0.5270, -0.0722, -0.1205, -0.1141, -0.4125, -0.0772, -0.0525, -0.0998, 0.0589, 0.0713, 0.0647, 0.0890, 0.0369, 0.0795, 0.0843, 0.0860, 0.0369, 0.0447, 0.0989, 0.0487, 0.0628, 0.0650, 0.0841, 0.0417, 0.0993, 0.0833, 0.0392, 0.0700, 0.0518, 0.0646, 0.0516, 0.1004, 0.0665, 0.0971, 0.0599, 0.1269, -0.1979, -0.2537, -0.0166, -0.0611, -0.0645, -0.0540, -0.0693, 0.0993, 0.1302, 0.1049, 0.0885, 0.1309, -0.0691, 0.0097, -0.6135, 0.1805, -0.1152, 0.0804, 0.0863, 0.0288, 0.1233, 0.1207, 0.0891],
  "total_charge": -2,
  "e_lumo_ha": 0.1374,
  "relative_energy_kcal_mol": 2.7,
  "orbital_gap_ev": 4.665,
  "energy_ev": -129061.16430,
  "max_force_ev_per_a": 4.0,
  "homo_energy_ev": -0.926
}

[3]
{
  "formula": "C6H13O",
  "method": "ωB97M-V/def2-TZVPD",
  "elements": ["C", "C", "C", "C", "H", "H", "H", "H", "H", "H", "H", "H", "C", "O", "C", "H", "H", "H", "H", "H"],
  "xyz": [[0.0724, 1.9343, -2.7651], [0.1995, 1.0598, -1.5458], [0.0479, 1.5276, -0.3125], [0.5119, -0.3902, -1.7913], [1.0132, 1.9401, -3.3259], [-0.1785, 2.9630, -2.5081], [-0.7024, 1.5528, -3.4388], [0.1492, 0.8327, 0.5157], [-0.1817, 2.5758, -0.1556], [0.5351, -0.9350, -0.8272], [1.4776, -0.4881, -2.3025], [-0.2560, -0.8309, -2.4391], [-0.6620, -1.4459, 1.8080], [0.4732, -1.3139, 1.0886], [-0.4695, -1.1237, 3.3020], [-1.0966, -2.4786, 1.7690], [-1.4920, -0.7803, 1.4425], [-1.3862, -1.2625, 3.8990], [-0.1201, -0.0925, 3.4260], [0.3249, -1.7640, 3.6946]],
  "forces_ev_per_angstrom": [[0.0427, -0.0566, 0.0102], [-0.0048, 0.0091, -0.1408], [-0.0559, -0.0643, -0.1452], [-0.0474, -0.0247, 0.1843], [-0.0350, -0.0034, -0.0570], [-0.0047, 0.0683, 0.0496], [0.0441, -0.0158, -0.0080], [0.0479, 0.0025, 0.1718], [-0.0135, 0.0630, 0.1073], [0.0104, 0.0945, -0.1786], [-0.0455, -0.0307, -0.0586], [0.0692, -0.0197, -0.0656], [0.2122, 0.0639, -0.1675], [-0.0465, -0.0243, 0.1742], [0.0406, 0.0735, 0.1423], [-0.0821, -0.0179, 0.0170], [-0.0892, -0.0173, 0.0536], [0.0864, -0.0132, -0.0736], [-0.0806, 0.0019, -0.0734], [-0.0483, -0.0888, 0.0580]],
  "lowdin_charge": [-0.1047, -0.4377, 0.0338, -0.0899, 0.0666, 0.0579, 0.0663, 0.0393, 0.0445, 0.0422, 0.0681, 0.0677, -0.5962, -0.3694, -0.1609, 0.0683, 0.0705, 0.0424, 0.0460, 0.0454],
  "total_charge": -1,
  "e_lumo_ha": 0.1400,
  "relative_energy_kcal_mol": 11.3,
  "orbital_gap_ev": 6.376,
  "energy_ev": -8479.45236,
  "max_force_ev_per_a": 0.3,
  "homo_energy_ev": -2.566
}

[4]
{
  "formula": "H3N3O2S",
  "method": "ωB97M-V/def2-TZVPD",
  "elements": ["N", "N", "N", "O", "O", "S", "H", "H", "H"],
  "xyz": [[1.0693, -0.6711, 0.6716], [-0.1046, -0.1412, 0.6567], [-0.5549, 0.0183, -1.3249], [-0.2253, -1.0608, -1.7896], [-1.1735, 0.8817, -1.8496], [-0.4388, 1.3677, 1.3780], [1.9561, -0.2218, 0.8641], [1.2558, -1.3358, -0.0141], [-1.7841, 1.1630, 1.4077]],
  "forces_ev_per_angstrom": [[2.0774, 0.6397, 1.6035], [-2.4471, 0.6988, -0.7279], [1.1112, -1.1645, 0.7139], [-0.0629, 0.5621, -0.0422], [-0.5882, 0.6325, -0.2508], [0.3341, -0.5833, -0.0889], [-0.2936, 1.1755, 0.1923], [-0.7180, -1.8942, -1.3328], [0.5871, -0.0666, -0.0671]],
  "lowdin_charge": [-0.0274, -0.4615, -0.3600, -0.0176, 0.0288, 0.7667, 0.1084, 0.0739, -0.1113],
  "total_charge": 0,
  "e_lumo_ha": [-0.0146, -0.0067],
  "relative_energy_kcal_mol": 68.7,
  "orbital_gap_ev": [7.680, 8.280],
  "energy_ev": -19443.15768,
  "max_force_ev_per_a": 2.7,
  "homo_energy_ev": [-8.077, -8.461]
}